[1]
Below is a 3-piece molecular cluster, C29H47F9N9O6PS overall in a non-equilibrium geometry, with properties calculated with ωB97M-V/def2-TZVPD.

Last column: Löwdin charge in e.
Geometry (Å):
1 S -4.17955 -2.38408 1.57069  0.76
2 P 4.72424 3.11203 -1.12615  0.79
3 F -4.44315 -2.99215 -2.43763  0.10
4 F -3.58262 -1.22697 -1.57134  0.14
5 F -5.84101 -1.94668 -0.41631  0.15
6 F -3.33891 -3.71683 1.56239  -0.12
7 F -2.96849 -1.53357 1.06231  -0.12
8 F -5.41928 -3.19732 2.14735  -0.13
9 F -3.69374 -2.14068 3.05336  -0.12
10 F -5.20554 -3.99687 -0.21522  0.14
11 F -5.04624 -1.06350 1.68131  -0.13
12 O -0.70043 -1.04623 -0.27370  0.13
13 O -3.95465 5.52822 -0.75718  0.06
14 O 2.20000 5.34058 -2.64083  0.06
15 O 3.55259 -2.52756 -0.62792  0.14
16 O -1.22332 2.43130 4.56658  0.02
17 O 0.60267 -7.02500 -3.28488  0.02
18 N -1.04303 -8.37208 -4.07351  0.15
19 N -2.92627 1.17709 5.38461  0.15
20 N -0.88731 -7.90006 -1.81712  0.15
21 N 1.51749 3.75919 -1.10153  -0.05
22 N 1.26636 -2.21425 -0.85514  0.06
23 N 5.01279 0.28163 -0.87968  -0.01
24 N -2.26498 3.11050 6.46306  0.15
25 N -3.01066 3.49834 -0.22877  0.05
26 N 5.15172 3.63796 0.30163  -0.29
27 C 2.00718 4.68239 -0.05912  -0.04
28 C -3.77652 -2.52828 -1.33038  -0.47
29 C 0.46467 -1.07800 -0.60335  -0.32
30 C -2.07993 2.25212 5.41433  -0.67
31 C -4.79919 -2.73332 -0.18234  -0.46
32 C 1.66827 4.26897 -2.40157  -0.49
33 C 2.61378 -0.25567 -0.79932  -0.03
34 C 1.31618 0.15553 -0.75682  -0.02
35 C 5.42912 -0.61235 2.82526  -0.24
36 C 4.81980 0.17464 1.63362  -0.19
37 C -0.49359 1.85534 -0.78522  -0.10
38 C 3.63465 0.65190 -0.88731  -0.24
39 C -2.49605 -3.32087 -1.25225  -0.11
40 C 1.96116 2.38707 -0.97035  -0.17
41 C -1.60631 -3.09757 -2.47258  -0.16
42 C 1.07319 3.46491 -3.53445  0.03
43 C -4.11274 4.38192 -0.37070  -0.51
44 C -1.03266 1.72138 0.66835  -0.17
45 C 0.92358 -2.64098 -2.26346  -0.10
46 C -1.97585 4.11632 0.65314  -0.17
47 C 5.48945 -0.34518 0.37046  -0.20
48 C -0.19086 -3.68988 -2.25278  -0.14
49 C 4.46353 -1.76775 3.17822  -0.11
50 C -0.37554 -7.71868 -3.07392  -0.68
51 C 3.28454 1.97017 -0.97906  -0.16
52 C -5.47589 3.81274 -0.01031  0.01
53 C 2.63297 -1.74956 -0.73399  -0.31
54 C -1.17194 3.05188 1.40699  -0.17
55 C 0.94897 1.46359 -0.83864  -0.10
56 H -5.87973 3.29729 -0.87732  0.09
57 H -3.63709 1.00970 6.07011  0.09
58 H -2.96222 2.98216 7.17045  0.09
59 H 0.00471 -4.43541 -3.01601  0.10
60 H 1.81021 -3.05247 -2.73397  0.13
61 H -1.10795 1.21565 -1.41379  0.12
62 H -1.99289 1.21364 0.62316  0.09
63 H -2.77721 -4.37259 -1.19254  0.14
64 H -0.18427 3.39039 1.71288  0.11
65 H 1.00796 2.40149 -3.31292  0.07
66 H -5.35990 3.08246 0.78621  0.07
67 H -1.68978 -8.46599 -1.61930  0.09
68 H 0.07048 3.81316 -3.76170  0.10
69 H 0.65408 -1.74314 -2.82837  0.13
70 H 2.14965 4.11357 0.85381  0.09
71 H -1.29859 4.65501 -0.00252  0.10
72 H -0.69296 -8.26020 -5.00601  0.10
73 H -3.38252 2.66598 0.21462  0.09
74 H -1.70909 2.82901 2.32979  0.08
75 H -1.65991 3.90808 6.51325  0.10
76 H -1.91019 -3.09218 -0.36974  0.10
77 H 5.09101 4.64630 0.34778  -0.05
78 H 4.31878 4.15097 -1.98701  0.01
79 H 3.56280 -1.31521 3.58866  0.07
80 H -6.12161 4.61529 0.31995  0.08
81 H 6.37482 -1.06199 2.53660  0.10
82 H -0.37818 1.05422 1.21928  0.11
83 H -2.08562 -3.48236 -3.36711  0.12
84 H 5.50554 0.00651 3.71273  0.10
85 H -1.84891 -8.94695 -3.92105  0.09
86 H -2.45402 4.77157 1.37487  0.12
87 H -0.41888 -7.43623 -1.06172  0.10
88 H 5.07815 1.22024 1.78442  0.10
89 H 5.44438 -1.43368 0.36558  0.10
90 H 4.13760 -2.25513 2.26090  0.06
91 H 3.75029 -0.00594 1.67380  0.10
92 H -1.49293 -2.02558 -2.62133  0.10
93 H -2.81552 0.52715 4.62879  0.10
94 H 1.22045 5.40673 0.13190  0.09
95 H 5.74960 2.36265 -1.71625  0.01
96 H 1.71182 3.58466 -4.40020  0.09
97 H 4.89547 -2.48646 3.86595  0.07
98 H 6.54406 -0.08926 0.46163  0.12
99 H -0.16627 -4.14056 -1.26713  0.11
100 H 2.93531 5.16739 -0.31730  0.06
101 H 5.18837 -0.31690 -1.67661  0.13
102 H -0.62190 2.86110 -1.15594  0.09

Results
Molecular weight ... 851.77 g/mol
Kohn-Sham gap ... 7.7 eV
Energy ... -101112.670 eV
Structure (SMILES) ... CCCCNc1c([PH2]=N)c(N(C)C(C)=O)c(CCCCNC(C)=O)c2c1C(=O)N(CCCCC(F)(F)C(F)(F)S(F)(F)(F)(F)F)C2=O.NC(N)=O.NC(N)=O
LUMO ... -0.6 eV

[2]
Below is C8H13N3O as an isolated structure in a non-equilibrium geometry, with properties calculated with ωB97M-V/def2-TZVPD.

Last column: Löwdin charge in e.
Geometry (Å):
1 O 2.23283 2.89875 -0.26980  -0.36
2 N 0.34261 -0.21268 -0.59936  0.16
3 N 0.91305 1.53710 0.82066  0.15
4 N -1.22753 0.52667 1.16426  0.16
5 C -0.50754 -1.94628 -2.30655  -0.10
6 C 2.48866 0.83767 0.62945  -0.04
7 C 3.07533 1.65023 -0.57693  -0.27
8 C -2.07429 -0.41515 0.73902  -0.34
9 C -1.80389 -1.28136 -0.42254  -0.02
10 C -0.61042 -1.05129 -1.04549  -0.43
11 C -0.07644 0.64287 0.41401  -0.27
12 C -3.18686 -0.68533 1.69655  -0.10
13 H -2.57932 -2.02502 -0.35923  0.10
14 H 0.88421 -1.75535 -2.30473  0.16
15 H -0.99915 -1.27699 -3.42715  0.16
16 H -3.30136 -1.80791 1.67180  0.06
17 H 1.35133 2.24476 0.48969  -0.15
18 H 2.61060 -0.23150 0.13383  0.14
19 H -1.15192 -3.13594 -2.14533  0.16
20 H 2.85078 1.39223 -1.65580  0.10
21 H 2.88381 1.29961 1.46574  0.08
22 H 1.03274 1.58188 1.89679  0.20
23 H -3.13295 -0.55656 3.00302  0.15
24 H -4.26875 0.02761 1.46439  0.16
25 H 4.25444 1.74196 -0.47629  0.12

Results
Molecular weight ... 167.21 g/mol
Kohn-Sham gap ... 7.6 eV
Energy ... -15013.670 eV
LUMO ... -0.1 eV

[3]
Below is an isolated ion of composition C7H11N2O and charge +1 in a non-equilibrium geometry, with properties calculated with ωB97M-V/def2-TZVPD.

Last column: Löwdin charge in e.
Geometry (Å):
1 O -3.24470 0.90176 -0.19124  0.07
2 N 0.39887 -1.84589 -0.10657  0.30
3 N 0.21354 -0.65318 -0.15096  -0.04
4 C -3.51413 -0.33620 0.25965  -0.06
5 C -2.37780 -1.08062 0.33058  0.00
6 C -1.94650 1.00943 -0.41425  -0.05
7 C 1.16672 0.43037 -0.21922  -0.36
8 C 2.37853 0.06486 -1.06870  -0.03
9 C -1.37020 -0.19568 -0.10941  -0.07
10 C 1.56296 0.75863 1.22966  -0.01
11 H -2.25773 -2.09473 0.64764  0.12
12 H 2.06872 -0.08667 1.69277  0.09
13 H 2.98142 0.96059 -1.21323  0.10
14 H 0.69569 1.02211 1.82667  0.09
15 H -4.53323 -0.56810 0.50268  0.14
16 H 0.64920 1.29047 -0.64914  0.14
17 H 3.01160 -0.68365 -0.59063  0.09
18 H 2.07054 -0.29216 -2.05253  0.10
19 H 2.24489 1.60395 1.22029  0.10
20 H 1.38007 -2.14616 -0.14737  0.13
21 H -1.57847 1.94087 -0.79668  0.14

Results
Molecular weight ... 139.18 g/mol
Kohn-Sham gap ... 8.1 eV
Energy ... -12455.570 eV
Structure (SMILES) ... [H]/N=[N+](/c1ccoc1)C(C)C
LUMO ... -5.3 eV
Charge ... +1

[4]
Below is one molecule with the formula C20H25N3O4S in a non-equilibrium geometry, with properties calculated with ωB97M-V/def2-TZVPD.

Last column: Löwdin charge in e.
Geometry (Å):
1 S -2.54794 -1.69418 -1.26096  0.68
2 O 2.13725 6.14473 1.71949  -0.08
3 O -2.45493 -2.11169 -2.63496  -0.29
4 O -3.62140 -0.81282 -0.90387  -0.28
5 O 2.79279 0.03815 -2.12909  0.05
6 N 0.58846 0.21020 -2.65224  -0.04
7 N 1.89270 2.10462 -2.25698  0.09
8 N -1.12593 -0.97179 -0.71556  -0.23
9 C -0.68484 0.82426 -2.33082  -0.12
10 C -2.51291 -5.50566 0.07698  -0.03
11 C 3.02798 2.75411 -1.63177  -0.13
12 C -2.70798 -4.06170 1.98194  -0.03
13 C 2.08187 2.47622 2.01175  -0.07
14 C 2.69701 3.13806 -0.21140  -0.20
15 C -2.49429 -4.40304 -0.76015  -0.05
16 C 1.96499 3.80427 2.39317  -0.03
17 C -2.58165 -3.13850 -0.21313  -0.29
18 C 2.21737 4.80852 1.46689  -0.27
19 C -1.07508 0.46567 -0.89040  -0.16
20 C -2.66154 -6.53952 2.35985  -0.05
21 C 1.79434 6.56463 3.01744  -0.09
22 C -2.68983 -2.95613 1.15214  -0.05
23 C 0.07485 -1.65510 -1.15839  -0.16
24 C 2.57619 4.46240 0.16267  0.04
25 C 2.44511 2.13789 0.72449  -0.05
26 C 1.81333 0.74228 -2.29690  -0.54
27 C -2.61850 -5.34796 1.45470  -0.27
28 C 0.48788 -1.23812 -2.57471  -0.13
29 H 3.84589 2.02929 -1.65384  0.13
30 H -1.43417 0.40673 -3.01102  0.13
31 H -0.26406 -1.57308 -3.29207  0.11
32 H -2.79271 -3.93110 3.05076  0.12
33 H 0.79441 6.22046 3.30123  0.10
34 H -2.76234 -1.95267 1.53913  0.12
35 H -0.66620 1.90503 -2.46935  0.11
36 H -2.41669 -4.50285 -1.83152  0.11
37 H 1.68183 4.03823 3.40711  0.10
38 H 1.46224 -1.66052 -2.82083  0.13
39 H 0.87942 -1.41107 -0.45701  0.13
40 H 1.80393 7.65297 2.98711  0.09
41 H 2.76409 5.25860 -0.54128  0.12
42 H -2.14317 -6.33549 3.29370  0.08
43 H 3.30472 3.63387 -2.21842  0.12
44 H -0.12320 -2.72687 -1.11437  0.12
45 H 1.05372 2.65646 -2.30774  0.12
46 H -0.33950 0.87163 -0.18590  0.13
47 H -2.21087 -7.40699 1.88507  0.08
48 H -3.69683 -6.78348 2.59870  0.09
49 H -2.44507 -6.49829 -0.34313  0.11
50 H 2.54654 1.10319 0.43398  0.11
51 H 1.88762 1.70149 2.73904  0.11
52 H 2.52221 6.21763 3.75791  0.10
53 H -2.06709 0.84706 -0.64744  0.11

Results
Molecular weight ... 403.50 g/mol
Kohn-Sham gap ... 9.2 eV
Energy ... -44641.516 eV
Structure (SMILES) ... COc1cccc(CNC(=O)N2CCN(S(=O)(=O)c3ccc(C)cc3)CC2)c1
LUMO ... 0.6 eV